1.
A molecular structure, C38H40N4O2PRbSSi, computed with ωB97M-V/def2-TZVPD.

For the largest force on an atom, the calculation gives 0.13 eV/A. The calculation puts the HOMO-LUMO gap at 6.0 eV. The energy above the lowest of the compared OMol25 structures with the same formula, charge and spin is 0.0 kJ/mol. Its total energy is -2894.715636 hartree. The calculation puts the HOMO energy at -6.0176 eV.

Element x y z (Å)
Rb: -1.53219 -1.09615 0.82781
S: -4.09705 -0.03306 -1.12626
P: 0.58816 1.22345 -0.74836
Si: 0.01694 -3.86399 -1.17866
O: -2.99894 1.96855 2.39005
O: -0.22673 -2.52178 3.11139
N: -4.91424 2.30619 0.00770
N: 0.08494 -3.39079 0.45030
N: -1.73604 2.56101 2.47978
N: -3.43478 2.58652 -1.52737
C: 2.63492 -0.59124 -0.98428
C: 2.13712 0.61053 -1.48374
C: 1.66824 -4.29140 -1.99313
C: 0.43525 -4.20722 1.47271
C: 2.17122 0.86052 3.12069
C: -0.78164 1.34204 -3.14715
C: 0.67076 -4.56604 3.90840
C: -1.41381 1.93916 -4.22759
C: 0.58757 4.17370 2.10140
C: 0.20198 3.14736 1.24401
C: 0.95403 -5.52481 1.34287
C: 2.65378 -0.31358 2.55788
C: 4.00225 0.73806 -3.00529
C: 0.61876 -1.45148 3.11338
C: -1.16040 2.58794 1.35065
C: 3.82512 -1.11118 -1.47658
C: 1.17207 -5.84724 3.72743
C: 0.90304 0.86987 3.68371
C: 2.41244 3.13319 0.29869
C: -0.21917 3.50844 -2.27205
C: 0.32363 -3.78879 2.82364
C: -5.82722 1.65913 0.92467
C: 1.11865 2.62299 0.31869
C: -0.86362 4.10694 -3.35005
C: 0.12727 -0.27922 3.68424
C: 2.79372 4.14897 1.16403
C: 4.50922 -0.44594 -2.48204
C: -3.74436 3.84311 -1.04597
C: -0.17065 2.12130 -2.15933
C: 1.30627 -6.31116 2.42387
C: 2.82059 1.26416 -2.50912
C: -4.14494 1.63095 -0.88000
C: 1.87924 4.67291 2.06502
C: -0.61821 -2.37132 -2.15311
C: -1.45989 3.32614 -4.32954
C: -4.66689 3.66557 -0.08100
C: -1.17008 -5.28635 -1.53305
C: 1.88893 -1.47211 2.54574
H: -0.01306 -1.49705 -1.89139
H: -0.86370 -6.20954 -1.03729
H: -3.28276 4.73491 -1.42723
H: 3.13943 2.72061 -0.38819
H: 1.51655 -4.62952 -3.02231
H: -1.66271 2.17929 0.47306
H: 3.63986 -0.33017 2.10918
H: -1.88442 1.32123 -4.98116
H: -6.24885 2.41445 1.58326
H: 1.69267 -7.30790 2.24365
H: -6.62268 1.15982 0.37373
H: 2.31356 -3.40976 -2.02782
H: 5.43130 -0.85726 -2.87233
H: -0.85352 -0.29499 4.14609
H: 0.24592 4.12997 -1.51653
H: -5.29002 0.91291 1.50678
H: 1.44510 -6.46073 4.57486
H: 2.25678 -2.38613 2.09953
H: 2.17028 5.46789 2.73916
H: -0.50351 -2.53547 -3.22805
H: -5.16804 4.37684 0.54983
H: -0.77689 0.26144 -3.06161
H: 4.52728 1.24799 -3.80285
H: 3.80697 4.52848 1.13274
H: 2.08028 -1.13556 -0.22601
H: 0.53773 -4.14934 4.90019
H: -2.78229 2.36693 -2.26657
H: -1.96034 3.79251 -5.16821
H: -0.13681 4.56947 2.80103
H: -1.67258 -2.13427 -1.97617
H: -3.30045 1.97241 3.30502
H: -2.17367 -5.04173 -1.17522
H: 0.50957 1.77650 4.12560
H: 4.20327 -2.04712 -1.08563
H: 1.07643 -5.92810 0.34493
H: 2.20826 -5.07622 -1.46007
H: -1.23603 -5.48812 -2.60581
H: 2.42363 2.18420 -2.92280
H: -0.89081 5.18699 -3.42612
H: 2.77297 1.76029 3.11567



2.
2 unconnected molecules or ions with the total composition C4H10OS2 at a distorted geometry, computed with ωB97M-V/def2-TZVPD.

For the largest force on an atom, the calculation gives 2.51 eV/A. The calculation puts the HOMO-LUMO gap at 9.0 eV. The SMILES is C1CCSSC1.O. The energy above the lowest of the compared OMol25 structures with the same formula, charge and spin is 50.8 kJ/mol. Its total energy is -1030.012402 hartree. The calculation puts the HOMO energy at -8.4281 eV.

Element x y z (Å)
S: -0.80051 1.59889 1.99418
S: -0.64836 3.05876 0.63072
O: 0.79784 0.51415 -5.35237
C: 0.00000 0.00000 0.00000
C: -1.07353 2.16952 -0.89929
C: -0.05398 1.07496 -1.09318
C: 0.50860 0.53669 1.36831
H: 0.86404 -0.45322 -5.18484
H: 0.93285 1.39816 -1.47681
H: 0.63785 -0.26835 2.11708
H: 0.64142 -0.85330 -0.29309
H: -0.15902 0.67213 -5.51885
H: -1.11225 2.83237 -1.78505
H: -0.57035 0.53179 -1.90791
H: 1.48134 1.05358 1.25854
H: -1.02285 -0.38934 0.16625
H: -2.09792 1.79177 -0.71657



3.
C4H6 in the gas phase at a distorted geometry, computed with ωB97M-V/def2-TZVPD.

For the largest force on an atom, the calculation gives 3.15 eV/A. The calculation puts the HOMO-LUMO gap at 9.7 eV. The SMILES is C=CC=C. The energy above the lowest of the compared OMol25 structures with the same formula, charge and spin is 64.6 kJ/mol. Its total energy is -155.938092 hartree. The calculation puts the HOMO energy at -8.8488 eV.

Element x y z (Å)
C: -0.18202 0.57026 -0.42116
C: -0.62763 -1.61400 0.66727
C: 0.16160 -0.57352 0.30616
C: 0.67476 1.51748 -0.72733
H: 0.18448 2.48752 -1.09871
H: -0.15422 -2.37714 1.38054
H: -1.78199 -1.53179 0.57308
H: 1.19508 -0.48568 0.61194
H: -1.17998 0.56805 -0.80356
H: 1.70993 1.43882 -0.48822



4.
A molecular structure, C6H11InO4 at a distorted geometry, computed with ωB97M-V/def2-TZVPD.

For the largest force on an atom, the calculation gives 4.26 eV/A. The calculation puts the HOMO-LUMO gap at 2.1 eV. Its net charge is +2. The energy above the lowest of the compared OMol25 structures with the same formula, charge and spin is 75.4 kJ/mol. Its total energy is -725.483943 hartree. The calculation puts the HOMO energy at -16.0844 eV.

Element x y z (Å)
In: 1.51762 -1.39498 -1.34219
O: 3.75454 0.58205 -1.44025
O: -2.73593 -1.63568 0.93358
O: -1.56120 -0.11113 1.98548
O: -0.58555 -1.26823 0.33077
C: -3.71155 -0.89271 1.66299
C: 4.42274 -0.06849 -3.66064
C: -3.39461 1.50483 2.45299
C: -1.56298 -1.02117 0.98254
C: -2.88138 0.06664 2.47349
C: 4.73600 0.39946 -2.25855
H: 5.41322 -0.41422 -1.83457
H: -2.83899 -0.30449 3.50571
H: 5.52733 1.19909 -2.20466
H: -4.48128 -1.43666 2.20319
H: -4.26647 -0.29477 0.92887
H: -3.13104 1.85366 1.44961
H: 5.34385 -0.16585 -4.23429
H: 3.75677 0.63031 -4.17838
H: -2.81625 2.20345 3.06293
H: 3.90678 -1.03740 -3.63915
H: -4.41162 1.60630 2.82053



5.
CH3NO in the gas phase at a distorted geometry, computed with ωB97M-V/def2-TZVPD.

For the largest force on an atom, the calculation gives 2.21 eV/A. The calculation puts the HOMO-LUMO gap at 11.3 eV. The SMILES is C=NO. The energy above the lowest of the compared OMol25 structures with the same formula, charge and spin is 244.0 kJ/mol. Its total energy is -169.814652 hartree. The calculation puts the HOMO energy at -10.3046 eV.

Element x y z (Å)
O: 0.78199 -0.01816 0.85474
N: 0.08528 0.47968 -0.20028
C: -0.81448 -0.23682 -0.76309
H: -1.13905 -1.17967 -0.37371
H: -1.23053 0.27933 -1.60640
H: 0.40360 -0.89118 1.12267



6.
2 unconnected molecules or ions with the total composition CF3N2OS at a distorted geometry, computed with ωB97M-V/def2-TZVPD.

For the largest force on an atom, the calculation gives 2.52 eV/A. The calculation puts the HOMO-LUMO gap (spin up / spin down) at 6.6 / 6.8 eV. Its net charge is -1. The energy above the lowest of the compared OMol25 structures with the same formula, charge and spin is 249.0 kJ/mol. Its total energy is -920.522783 hartree. The calculation puts the HOMO energy (spin up / spin down) at -3.8075 / -4.4172 eV.

Element x y z (Å)
S: 0.96748 2.31400 -0.67640
F: -1.60181 -1.59151 1.54146
F: -1.73375 -0.25819 -0.10345
F: -0.50361 0.29824 1.60319
O: 1.86423 0.26814 -2.03841
N: 0.24376 -1.18829 0.02781
N: 1.48729 0.85502 -1.05948
C: -0.72358 -0.69741 0.70528



7.
A molecular structure, C6H9P at a distorted geometry, computed with ωB97M-V/def2-TZVPD.

For the largest force on an atom, the calculation gives 7.27 eV/A. The calculation puts the HOMO-LUMO gap (spin up / spin down) at 6.8 / 7.6 eV. The energy above the lowest of the compared OMol25 structures with the same formula, charge and spin is 439.6 kJ/mol. Its total energy is -575.170653 hartree. The calculation puts the HOMO energy (spin up / spin down) at -7.3293 / -7.6922 eV.

Element x y z (Å)
P: 1.34174 0.56920 -0.51034
C: -1.22769 -0.79588 -0.62756
C: -1.95471 0.24792 -0.09585
C: -0.01284 -0.40354 -1.42366
C: -1.57244 1.58789 -0.04744
C: 1.94142 -0.60783 0.74201
C: 0.33322 1.69202 0.22669
H: 2.55469 0.13518 1.34658
H: 0.71582 2.38799 0.96162
H: -2.92956 0.05014 0.28339
H: -1.95424 2.51551 0.23218
H: 2.29838 -1.55588 0.28709
H: -0.25509 0.54385 -2.11518
H: -1.50003 -1.84790 -0.57240
H: 0.37612 -1.22730 -1.99061
H: 1.14004 -0.92679 1.37068



The lowest energy above the lowest of the compared OMol25 structures with the same formula, charge and spin belongs to which entry?
C38H40N4O2PRbSSi